Entry from OMol25: one molecule with the formula C36H48ClN3O6 in a non-equilibrium geometry (the ωB97M-V functional and the def2-TZVPD basis).

Each atom is followed by the atoms it is bonded to, with distances in Å.
Atoms and positions in Å:
1 C -6.29 -0.82 -0.29  C2 1.525, H92 1.087, H93 1.087, H94 1.087
2 C -5.27 -0.42 -1.35  C1 1.525, H3 1.094, H4 1.097, O5 1.413
3 H -5.71 -0.51 -2.35  C2 1.094
4 H -4.39 -1.07 -1.31  C2 1.097
5 O -4.90 0.94 -1.27  C2 1.413, C6 1.368
6 C -4.10 1.36 -0.24  O5 1.368, C7 1.386, C11 1.410
7 C -3.44 0.51 0.64  C6 1.386, C8 1.391, H91 1.078
8 C -2.66 1.04 1.67  C7 1.391, C9 1.378, C29 1.499
9 C -2.57 2.40 1.83  C8 1.378, C10 1.397, H28 1.078
10 C -3.19 3.28 0.94  C9 1.397, C11 1.401, O20 1.356
11 C -3.94 2.76 -0.12  C6 1.410, C10 1.401, O12 1.377
12 O -4.55 3.63 -1.00  C11 1.377, C13 1.421
13 C -4.44 3.36 -2.39  O12 1.421, C14 1.523, H18 1.096, H19 1.096
14 C -4.37 4.69 -3.13  C13 1.523, H15 1.087, H16 1.087, H17 1.087
15 H -3.47 5.23 -2.86  C14 1.087
16 H -5.24 5.30 -2.87  C14 1.087
17 H -4.37 4.52 -4.20  C14 1.087
18 H -3.55 2.76 -2.60  C13 1.096
19 H -5.32 2.79 -2.73  C13 1.096
20 O -2.98 4.59 1.22  C10 1.356, C21 1.419
21 C -3.78 5.62 0.67  O20 1.419, C22 1.522, H26 1.096, H27 1.094
22 C -3.58 6.86 1.52  C21 1.522, H23 1.086, H24 1.087, H25 1.087
23 H -4.16 7.68 1.12  C22 1.086
24 H -2.53 7.13 1.53  C22 1.087
25 H -3.89 6.66 2.55  C22 1.087
26 H -3.48 5.82 -0.37  C21 1.096
27 H -4.84 5.32 0.67  C21 1.094
28 H -2.00 2.82 2.65  C9 1.078
29 C -2.04 0.10 2.66  C8 1.499, O30 1.217, N31 1.354
30 O -2.44 0.04 3.81  C29 1.217
31 N -1.06 -0.71 2.18  C29 1.354, C32 1.442, C40 1.448
32 C -0.41 -0.56 0.91  N31 1.442, H33 1.091, C34 1.531, H90 1.097
33 H -0.88 0.26 0.35  C32 1.091
34 C 1.07 -0.25 1.11  C32 1.531, H35 1.089, H36 1.093, C37 1.535
35 H 1.56 -0.09 0.14  C34 1.089
36 H 1.15 0.68 1.67  C34 1.093
37 C 1.76 -1.35 1.92  C34 1.535, C38 1.538, C44 1.542, C68 1.545
38 C 1.02 -1.45 3.26  C37 1.538, H39 1.090, C40 1.527, H43 1.091
39 H 1.43 -2.28 3.85  C38 1.090
40 C -0.47 -1.71 3.04  N31 1.448, C38 1.527, H41 1.091, H42 1.096
41 H -1.01 -1.69 3.99  C40 1.091
42 H -0.60 -2.70 2.58  C40 1.096
43 H 1.15 -0.52 3.82  C38 1.091
44 C 1.74 -2.75 1.27  C37 1.542, O45 1.216, N46 1.347
45 O 1.72 -3.76 1.93  C44 1.216
46 N 1.75 -2.76 -0.08  C44 1.347, H47 1.006, C48 1.445
47 H 1.91 -1.91 -0.59  N46 1.006
48 C 1.75 -3.99 -0.85  N46 1.445, H49 1.093, C50 1.537, H67 1.095
49 H 1.93 -4.80 -0.14  C48 1.093
50 C 0.43 -4.23 -1.58  C48 1.537, C51 1.530, C55 1.529, H66 1.096
51 C 0.09 -3.08 -2.53  C50 1.530, C52 1.526, H64 1.093, H65 1.092
52 C -1.22 -3.33 -3.26  C51 1.526, C53 1.525, H62 1.092, H63 1.092
53 C -2.35 -3.52 -2.25  C52 1.525, C54 1.525, H60 1.092, H61 1.093
54 C -2.04 -4.69 -1.32  C53 1.525, C55 1.525, H58 1.092, H59 1.092
55 C -0.72 -4.45 -0.59  C50 1.529, C54 1.525, H56 1.091, H57 1.092
56 H -0.49 -5.30 0.05  C55 1.091
57 H -0.82 -3.57 0.05  C55 1.092
58 H -2.84 -4.82 -0.59  C54 1.092
59 H -1.97 -5.61 -1.90  C54 1.092
60 H -3.29 -3.71 -2.77  C53 1.092
61 H -2.47 -2.61 -1.66  C53 1.093
62 H -1.45 -2.49 -3.92  C52 1.092
63 H -1.13 -4.23 -3.87  C52 1.092
64 H 0.90 -2.95 -3.26  C51 1.093
65 H 0.00 -2.15 -1.96  C51 1.092
66 H 0.55 -5.14 -2.18  C50 1.096
67 H 2.57 -3.95 -1.57  C48 1.095
68 C 3.24 -0.99 2.20  C37 1.545, H69 1.092, C70 1.530, H89 1.093
69 H 3.58 -1.56 3.07  C68 1.092
70 C 4.21 -1.30 1.06  C68 1.530, H71 1.095, C72 1.536, O75 1.448
71 H 4.22 -2.38 0.86  C70 1.095
72 C 5.63 -0.77 1.32  C70 1.536, C73 1.513, H87 1.090, H88 1.091
73 C 5.78 0.19 0.16  C72 1.513, N74 1.276, C76 1.448
74 N 4.76 0.20 -0.61  C73 1.276, O75 1.358
75 O 3.80 -0.65 -0.17  C70 1.448, N74 1.358
76 C 6.95 1.01 -0.09  C73 1.448, C77 1.398, C81 1.395
77 C 6.98 1.86 -1.20  C76 1.398, C78 1.379, H86 1.078
78 C 8.09 2.65 -1.45  C77 1.379, C79 1.389, H85 1.079
79 C 9.18 2.59 -0.59  C78 1.389, C80 1.386, Cl84 1.726
80 C 9.17 1.75 0.51  C79 1.386, C81 1.381, H83 1.079
81 C 8.06 0.96 0.76  C76 1.395, C80 1.381, H82 1.079
82 H 8.06 0.31 1.62  C81 1.079
83 H 10.02 1.71 1.17  C80 1.079
84 Cl 10.57 3.57 -0.90  C79 1.726
85 H 8.11 3.31 -2.30  C78 1.079
86 H 6.12 1.89 -1.85  C77 1.078
87 H 6.39 -1.55 1.29  C72 1.090
88 H 5.70 -0.24 2.27  C72 1.091
89 H 3.30 0.07 2.44  C68 1.093
90 H -0.53 -1.49 0.34  C32 1.097
91 H -3.53 -0.56 0.55  C7 1.078
92 H -6.58 -1.86 -0.44  C1 1.087
93 H -5.88 -0.71 0.71  C1 1.087
94 H -7.17 -0.19 -0.37  C1 1.087

Calculated values
Electronic energy, eV: -67388.864
Frontier orbital gap, eV: 8.444